Formula: C21H21N10O2RhS
Source: the OMol25 dataset
Level of theory: ωB97M-V with the def2-TZVPD basis set

Calculated values
Energy relative to the best compared isomer or geometry (same formula, charge and spin), kcal per mole: 15.52

Geometry as ORCA input:
```
! RIJCOSX wB97M-V def2-TZVPD def2/J DEFGRID3
* xyz 0 1
Rh 0.37 -0.12 -0.08
N -2.13 -2.57 2.06
C -1.55 -1.69 1.24
O -0.34 -1.45 1.36
C -2.35 -1.03 0.15
C -1.63 0.27 -0.22
H -1.59 -2.98 2.81
H -3.13 -2.72 2.03
H -3.39 -0.90 0.46
H -2.35 -1.73 -0.69
H -1.88 1.04 0.51
H -1.93 0.64 -1.20
O 0.85 1.26 -1.46
N 2.13 1.68 -1.49
C 2.33 2.82 -2.18
C 3.57 3.35 -2.34
C 4.65 2.67 -1.76
C 4.43 1.52 -1.06
C 3.13 0.98 -0.90
S 2.84 -0.44 -0.01
H 1.42 3.26 -2.56
H 3.70 4.26 -2.90
H 5.66 3.06 -1.86
H 5.24 0.98 -0.59
C -0.04 -0.53 -3.71
C 0.35 -1.65 -2.81
N 0.25 -1.69 -1.50
C 0.66 -2.94 -1.09
C 1.01 -3.67 -2.17
N 0.81 -2.85 -3.26
C 1.01 -3.24 -4.64
N 0.25 -4.41 -4.96
N 0.88 -5.56 -5.31
N 0.02 -6.47 -5.52
C -1.24 -5.95 -5.30
C -2.50 -6.54 -5.39
C -3.59 -5.75 -5.09
C -3.44 -4.40 -4.71
C -2.20 -3.80 -4.63
C -1.10 -4.61 -4.93
H -0.40 0.29 -3.10
H -0.82 -0.84 -4.40
H 0.81 -0.17 -4.29
H 0.70 -3.20 -0.05
H 1.37 -4.68 -2.28
H 2.05 -3.50 -4.82
H 0.73 -2.40 -5.28
H -2.61 -7.58 -5.67
H -4.58 -6.17 -5.14
H -4.32 -3.82 -4.49
H -2.09 -2.77 -4.33
N 0.46 1.31 1.31
C 0.00 2.03 2.11
N -0.37 2.84 3.01
C -1.62 3.14 3.26
N -2.71 3.44 3.53
*
```

---

Formula: C21H21N2O5S
Source: the OMol25 dataset
Level of theory: ωB97M-V with the def2-TZVPD basis set

Calculated values
Energy relative to the best compared isomer or geometry (same formula, charge and spin), kcal per mole: 35.47

Geometry as ORCA input:
```
! RIJCOSX wB97M-V def2-TZVPD def2/J DEFGRID3
* xyz -1 1
C -7.06 1.64 1.45
O -6.46 0.47 2.04
C -5.15 0.21 1.76
C -4.55 -0.89 2.40
C -3.23 -1.21 2.15
C -2.47 -0.42 1.25
C -1.06 -0.78 0.90
C 0.03 -0.21 1.59
C 1.32 -0.85 1.37
O 1.46 -2.02 0.99
N 2.45 -0.05 1.59
C 3.74 -0.64 1.31
C 2.40 1.36 1.69
O 3.40 2.07 1.61
N 1.13 1.90 1.87
C 1.09 3.33 2.05
C -0.05 1.16 2.06
O -1.05 1.72 2.51
C -3.07 0.68 0.64
C -4.39 1.00 0.87
H -8.04 1.71 1.94
H -6.47 2.55 1.64
H -7.18 1.51 0.36
H -5.16 -1.48 3.08
H -2.75 -2.05 2.65
H -0.91 -1.81 0.57
H 4.48 0.14 1.46
H 3.89 -1.49 1.99
H 3.78 -1.01 0.27
H 0.05 3.65 1.97
H 1.49 3.58 3.04
H 1.72 3.79 1.29
H -2.48 1.31 -0.03
H -4.82 1.87 0.35
C 5.18 -1.41 -4.56
O 4.05 -2.29 -4.28
C 2.96 -1.76 -3.64
C 1.99 -2.68 -3.17
C 0.97 -2.25 -2.35
C 0.79 -0.86 -2.07
S -0.60 -0.29 -1.31
C 1.78 0.05 -2.56
C 2.79 -0.37 -3.40
H 5.98 -2.10 -4.83
H 4.93 -0.75 -5.40
H 5.46 -0.82 -3.68
H 2.13 -3.72 -3.44
H 0.30 -2.97 -1.88
H 1.72 1.10 -2.26
H 3.47 0.36 -3.86
*
```

---

Formula: C21H21N3O
Source: the OMol25 dataset
Level of theory: ωB97M-V with the def2-TZVPD basis set

Calculated values
SMILES: Cc1c(C(=O)c2ccc(N(C)C)cc2)c2ccccn2c1CCC#N
Energy relative to the best compared isomer or geometry (same formula, charge and spin), kcal per mole: 25.04

Geometry as ORCA input:
```
! RIJCOSX wB97M-V def2-TZVPD def2/J DEFGRID3
* xyz 0 1
C 3.21 -1.07 -2.10
C 1.73 -1.13 -1.91
C 0.80 -1.40 -2.89
N -0.45 -1.36 -2.32
C -1.66 -1.59 -2.88
C -2.79 -1.53 -2.13
C -2.70 -1.24 -0.75
C -1.48 -1.00 -0.18
C -0.32 -1.03 -0.98
C 1.04 -0.86 -0.70
C 1.66 -0.52 0.58
O 2.75 -0.96 0.91
C 0.91 0.41 1.46
C 0.10 1.42 0.96
C -0.54 2.31 1.80
C -0.40 2.21 3.19
C 0.44 1.20 3.69
C 1.08 0.33 2.84
H 1.73 -0.44 3.23
H 0.58 1.08 4.75
N -1.05 3.07 4.04
C -2.01 4.02 3.54
H -2.59 4.42 4.37
H -2.70 3.53 2.85
H -1.52 4.86 3.02
C -0.69 3.14 5.43
H -1.12 4.03 5.88
H 0.40 3.19 5.55
H -1.06 2.27 5.99
H -1.13 3.10 1.37
H -0.02 1.54 -0.11
H -1.38 -0.78 0.87
H -3.60 -1.22 -0.15
H -3.75 -1.72 -2.58
H -1.69 -1.84 -3.93
C 1.06 -1.74 -4.32
H 1.96 -1.22 -4.64
H 0.23 -1.41 -4.95
C 1.29 -3.25 -4.52
C 0.09 -4.01 -4.30
N -0.88 -4.59 -4.13
H 1.62 -3.44 -5.55
H 2.06 -3.61 -3.83
H 3.60 -2.03 -2.42
H 3.47 -0.33 -2.86
H 3.69 -0.80 -1.17
*
```

---

Formula: C21H21N4O3S4SbSiTc
Source: the OMol25 dataset
Level of theory: ωB97M-V with the def2-TZVPD basis set

Calculated values
Energy relative to the best compared isomer or geometry (same formula, charge and spin), kcal per mole: 0.00

Geometry as ORCA input:
```
! RIJCOSX wB97M-V def2-TZVPD def2/J DEFGRID3
* xyz 1 1
Tc 0.20 -0.40 -0.26
O -0.64 -3.81 1.73
C -0.24 -2.73 1.37
N -0.60 -2.08 0.18
C -1.50 -2.59 -0.79
C -2.30 -3.72 -0.66
C -3.13 -4.07 -1.71
C -3.17 -3.31 -2.88
C -2.38 -2.18 -3.02
C -1.54 -1.82 -1.97
N -0.67 -0.70 -1.94
C -0.34 0.08 -3.04
O -0.81 0.00 -4.15
C 0.68 1.14 -2.70
C 1.13 2.00 -3.68
C 2.06 2.98 -3.32
C 2.48 3.06 -2.01
C 1.99 2.15 -1.09
N 1.11 1.21 -1.43
C 0.68 -1.90 2.22
C 1.05 -2.36 3.47
C 1.86 -1.55 4.25
C 2.27 -0.32 3.76
C 1.86 0.06 2.49
N 1.08 -0.72 1.74
H -2.26 -4.31 0.24
H -3.75 -4.95 -1.62
H -3.82 -3.60 -3.69
H -2.40 -1.60 -3.92
H 0.75 1.89 -4.68
H 2.44 3.67 -4.07
H 3.19 3.81 -1.69
H 2.30 2.17 -0.05
H 0.70 -3.32 3.80
H 2.17 -1.87 5.24
H 2.90 0.34 4.33
H 2.17 1.00 2.06
S 3.98 -3.15 1.61
Sb 5.48 -2.01 0.48
S 3.76 -0.58 -1.37
S 2.07 -1.68 -1.00
S 4.48 0.27 0.37
C -1.22 2.25 2.92
Si -1.63 2.23 1.11
C -0.93 3.69 0.19
C -3.43 1.96 0.77
O -0.83 0.86 0.48
H -1.79 3.04 3.42
H -0.16 2.45 3.09
H -1.48 1.30 3.39
H -1.55 4.58 0.35
H -0.92 3.50 -0.89
H 0.08 3.93 0.51
H -4.01 2.80 1.16
H -3.79 1.05 1.24
H -3.62 1.89 -0.30
*
```

---

Formula: C21H21N5O3S
Source: the OMol25 dataset
Level of theory: ωB97M-V with the def2-TZVPD basis set

Calculated values
Energy relative to the best compared isomer or geometry (same formula, charge and spin), kcal per mole: 559.54

Geometry as ORCA input:
```
! RIJCOSX wB97M-V def2-TZVPD def2/J DEFGRID3
* xyz 0 1
C 8.18 -0.18 0.29
H 9.29 0.18 0.37
H 8.10 -0.92 0.86
H 8.12 -0.59 -0.84
C 7.13 0.76 0.28
C 5.66 0.33 0.25
C 5.07 0.33 -0.91
C 3.87 -0.04 -1.43
C 3.14 -0.59 -0.35
C 3.76 -0.72 1.01
C 4.93 0.05 1.26
H 5.31 -0.09 2.13
H 3.17 -1.31 1.69
S 1.56 -1.14 -0.50
O 1.19 -2.22 0.33
O 1.31 -1.63 -1.79
C 0.57 0.05 -0.19
N 1.00 1.34 0.22
N 0.19 2.35 0.25
N -1.10 1.68 0.17
C -2.38 2.16 -0.06
C -2.68 3.62 0.38
C -3.84 4.14 0.14
C -4.94 3.24 -0.13
C -4.66 2.01 -0.73
C -3.31 1.30 -0.29
C -3.06 -0.32 -0.46
N -1.79 -0.38 -0.58
C -0.93 0.29 -0.20
N -4.01 -1.10 -0.58
C -5.15 -1.07 0.21
H -5.43 -0.24 0.59
H -6.00 -1.51 -0.28
C -4.84 -2.30 1.36
O -4.49 -3.49 0.88
C -3.30 -3.12 0.06
H -3.12 -4.33 -0.52
C -3.64 -2.35 -0.87
H -2.77 -2.21 -1.74
H -4.58 -2.64 -1.64
H -2.38 -3.04 0.73
H -5.82 -2.26 2.27
H -4.09 -1.80 2.01
H -5.52 1.07 -0.81
H -5.96 3.66 -0.55
H -3.86 5.01 0.23
H -1.63 4.04 0.52
H 3.57 -0.19 -2.25
H 5.74 0.99 -1.99
H 7.18 1.83 -0.20
H 7.22 1.35 1.41
*
```

---

Formula: C21H21N8SbSe5W
Source: the OMol25 dataset
Level of theory: ωB97M-V with the def2-TZVPD basis set

Calculated values
Energy relative to the best compared isomer or geometry (same formula, charge and spin), kcal per mole: 0.00

Geometry as ORCA input:
```
! RIJCOSX wB97M-V def2-TZVPD def2/J DEFGRID3
* xyz 0 1
W -1.18 -0.63 -0.13
N -1.22 2.86 0.21
C -0.15 2.46 -0.55
C 0.86 3.41 -0.78
C 1.93 3.08 -1.56
C 1.98 1.81 -2.13
C 0.96 0.94 -1.85
N -0.08 1.23 -1.04
C -2.49 2.32 0.37
C -3.51 3.25 0.61
C -4.79 2.82 0.80
C -5.04 1.45 0.72
C -3.99 0.61 0.48
N -2.70 1.00 0.32
H -1.18 3.83 0.49
H 0.76 4.39 -0.33
H 2.72 3.80 -1.73
H 2.80 1.49 -2.77
H 0.96 -0.05 -2.27
H -3.26 4.30 0.63
H -5.59 3.52 0.98
H -6.03 1.03 0.83
H -4.18 -0.45 0.38
N 3.72 -6.03 -2.30
C 2.96 -5.23 -2.00
C 2.02 -4.22 -1.62
C 1.50 -3.35 -2.56
C 0.60 -2.38 -2.16
N 0.23 -2.21 -0.88
C 0.72 -3.09 0.02
C 1.60 -4.10 -0.30
H 1.76 -3.42 -3.61
H 0.14 -1.73 -2.88
H 0.41 -2.94 1.04
H 1.95 -4.76 0.47
Se 0.77 -0.11 1.57
C 2.57 -0.33 0.95
C 3.09 -0.84 -0.24
C 4.46 -0.87 -0.45
N 5.36 -0.43 0.42
C 4.88 0.05 1.56
C 3.53 0.12 1.87
H 2.45 -1.21 -1.02
H 4.85 -1.27 -1.38
H 5.61 0.40 2.28
H 3.22 0.53 2.82
Se -2.13 -1.85 1.49
Sb -2.98 -2.66 -1.49
Se -2.20 -0.52 -2.50
Se -1.87 -4.71 -1.92
Se -5.31 -2.45 -1.10
N -2.61 2.15 3.69
N -1.31 1.74 3.27
H -2.68 2.22 4.70
H -3.26 1.43 3.39
H -0.91 1.02 3.87
H -0.70 2.55 3.31
*
```

---

Formula: C21H21NO3S
Source: the OMol25 dataset
Level of theory: ωB97M-V with the def2-TZVPD basis set

Calculated values
SMILES: Cc1ccc([C@@H](NS(C)(=O)=O)c2ccc(Oc3ccccc3)cc2)cc1
Energy relative to the best compared isomer or geometry (same formula, charge and spin), kcal per mole: 66.47

Geometry as ORCA input:
```
! RIJCOSX wB97M-V def2-TZVPD def2/J DEFGRID3
* xyz 0 1
C 0.44 6.07 1.96
C 0.32 4.77 1.24
C 0.14 4.79 -0.14
C 0.02 3.58 -0.83
C 0.16 2.34 -0.22
C 0.09 1.17 -1.13
C 0.31 -0.18 -0.58
C 1.06 -0.50 0.60
C 1.18 -1.83 1.04
C 0.54 -2.84 0.31
O 0.65 -4.20 0.69
C -0.16 -4.71 1.70
C -1.09 -5.69 1.32
C -2.00 -6.14 2.28
C -1.93 -5.67 3.58
C -0.96 -4.75 3.95
C -0.05 -4.26 3.01
C -0.12 -2.55 -0.88
C -0.26 -1.24 -1.27
C 0.23 2.35 1.20
C 0.38 3.55 1.92
H 0.93 5.97 2.94
H 1.04 6.79 1.36
H -0.54 6.56 2.13
H 0.05 5.74 -0.68
H -0.22 3.61 -1.90
H -0.86 1.20 -1.76
H 1.56 0.28 1.18
H 1.71 -2.03 1.97
H -1.11 -6.06 0.30
H -2.75 -6.85 2.00
H -2.64 -6.01 4.33
H -0.86 -4.38 4.97
H 0.74 -3.54 3.25
H -0.60 -3.38 -1.43
H -0.84 -1.03 -2.18
H 0.13 1.44 1.78
H 0.49 3.53 3.01
C 1.05 1.94 -5.48
S -0.13 1.43 -4.24
N 0.72 1.43 -2.70
O -1.10 2.51 -4.11
O -0.63 0.14 -4.66
H 0.42 2.19 -6.33
H 1.61 2.83 -5.18
H 1.74 1.14 -5.74
H 1.14 0.49 -2.58
*
```

---

Formula: C21H21NSSr
Source: the OMol25 dataset
Level of theory: ωB97M-V with the def2-TZVPD basis set

Calculated values
Energy relative to the best compared isomer or geometry (same formula, charge and spin), kcal per mole: 0.00

Geometry as ORCA input:
```
! RIJCOSX wB97M-V def2-TZVPD def2/J DEFGRID3
* xyz 0 1
C 0.58 -1.28 -1.67
C 0.25 1.95 -2.02
C -0.60 -1.36 -2.59
H 1.08 -2.26 -1.86
C -0.92 1.70 -1.42
H 0.72 2.93 -1.84
H -0.84 -2.36 -2.97
H -1.20 2.31 -0.55
C -1.53 -0.31 -2.92
H -2.45 -0.84 -3.23
H -1.21 0.28 -3.79
C 1.63 -0.19 -1.99
H 2.46 -0.67 -2.53
H 2.08 0.20 -1.05
C 1.11 1.02 -2.80
H 0.65 0.67 -3.73
H 1.99 1.60 -3.11
C -1.93 0.64 -1.75
H -2.88 1.13 -2.03
H -2.16 0.05 -0.84
Sr 1.95 -1.20 1.48
H 0.39 -1.27 -0.50
S -0.96 -1.17 4.42
C -1.23 -2.76 3.68
C -1.47 -3.97 4.32
C -1.41 -5.15 3.56
C -1.07 -5.12 2.20
C -0.76 -3.92 1.56
C -0.89 -2.74 2.32
N -0.32 -1.51 1.93
C -0.39 -0.56 2.88
C 0.31 0.72 2.73
C 0.78 1.42 3.89
C 1.74 2.41 3.72
C 2.19 2.76 2.45
C 1.63 2.14 1.30
C 0.80 1.07 1.49
H -1.68 -3.97 5.38
H -1.61 -6.11 4.05
H -1.05 -6.05 1.63
H -0.43 -3.84 0.53
H 0.38 1.15 4.87
H 2.13 2.93 4.60
H 2.94 3.55 2.34
H 1.84 2.52 0.31
*
```

---

- energy relative to the best compared isomer or geometry (same formula, charge and spin) of number 2 (C21H21N2O5S)?
  35.47 kcal per mole

---

- energy relative to the best compared isomer or geometry (same formula, charge and spin) of number 2 (C21H21N2O5S)?
  35.47 kcal per mole

---

- Number 1 is which compound?
  C21H21N10O2RhS